89
Properties=species:S:1:pos:R:3:forces:R:3 method="wB97M-V/def2-TZVPD" total_energy_ev=-135348.1403 de_lowest_kcal_mol=0.0 homo_ev=-3.7 total_charge=-1 largest_force_ev_per_a=3.16
C 1.405033 4.772212 2.157391 0.3208 0.2322 -0.1011
C 0.445637 3.774525 2.722346 -0.8836 -0.7271 0.8625
H 0.897484 5.714196 1.892331 0.2127 -0.2240 0.0038
H 1.911910 4.380053 1.271087 -0.2380 0.0860 0.1295
H 2.180672 5.003836 2.905780 -0.1885 0.0874 -0.1625
C -0.138840 3.999163 3.909406 0.1949 -0.3155 -0.3388
C 0.122810 5.193119 4.770156 -0.1825 0.3666 0.3081
H -0.798530 3.257743 4.361978 0.2808 0.1263 -0.2543
H 0.145623 6.141410 4.209467 0.1258 -0.2713 0.1516
H 1.069040 5.084633 5.330330 -0.2167 0.1643 -0.1846
H -0.684102 5.269775 5.509653 0.2041 0.1580 -0.0059
Zn 0.781194 -1.609286 -1.672308 -1.1130 -0.9726 0.1984
Cl 2.982042 -2.164725 -1.504392 0.8476 -0.2515 -0.1878
Cl -0.307118 -1.239108 -3.571523 -0.0199 0.3474 -0.4922
H -0.355580 -4.789875 -5.161144 -0.0370 0.0129 0.0028
H 2.879897 -2.743179 -6.375400 -0.2848 0.0877 0.0449
C -0.176457 -3.801532 -5.577665 -0.2842 0.0491 -0.0646
C 1.822104 -2.477762 -6.231938 0.1985 0.2081 0.1893
N 1.184892 -3.407138 -5.312390 0.5387 -0.2609 0.1524
H -0.868462 -3.081279 -5.132151 0.0108 -0.1832 -0.0108
C 1.766284 -3.767522 -4.148590 -0.4469 -0.4295 0.3581
O 1.253716 -4.535717 -3.320552 0.5438 0.6818 -0.7698
H 1.763158 -1.431355 -5.887169 -0.0996 -0.3422 -0.0425
H 2.760240 -3.307239 -3.975970 -0.2795 -0.1879 -0.1363
H -0.323389 -3.808563 -6.656279 -0.0636 -0.1607 -0.0570
H 1.307388 -2.555910 -7.195477 0.2104 0.0462 0.1666
H -2.077971 3.713073 -0.824237 -0.0127 -0.1846 0.0981
H -2.567415 4.124750 1.761360 -0.2568 -0.0659 -0.2103
C -2.903927 3.006021 -0.907182 0.1067 -0.1133 -0.1055
C -3.560279 4.003674 1.294099 0.1442 -0.3079 -0.0109
N -3.554860 2.872243 0.374694 -0.7498 -0.1881 0.3335
H -2.533441 2.021143 -1.195720 0.0948 0.2276 0.0785
C -4.209493 1.706806 0.619140 0.5455 -0.1481 -0.5655
O -4.148440 0.723499 -0.118238 -0.4280 0.7428 0.6159
H -4.310906 3.823146 2.076684 0.1815 0.0977 -0.1803
H -4.817911 1.702828 1.546338 0.2479 0.1006 -0.0487
H -3.622535 3.325780 -1.679415 0.0886 0.0593 0.1408
H -3.807071 4.933296 0.759053 -0.0424 -0.2585 0.1282
O -0.191642 2.727362 0.645971 -1.4306 0.6613 -0.3686
C 0.256378 2.491172 1.893637 0.8992 -0.3822 -0.6797
C -1.602620 1.322810 3.285539 -0.4973 -0.4705 0.3556
C -0.358298 1.279089 2.667109 0.5077 0.7629 -0.0121
H -2.241530 2.205967 3.173155 0.2267 -0.3799 -0.1217
C -2.027740 0.277251 4.125645 0.1678 0.1046 -0.2128
H 1.305143 2.167148 1.738268 0.6672 -0.3081 0.6380
C 0.445724 0.148650 2.861495 -0.2813 -0.2387 0.6173
H -3.006887 0.318065 4.606920 0.2216 0.0742 -0.1138
C -1.198598 -0.819036 4.366459 0.1282 -0.0249 -0.2739
C 0.041145 -0.884002 3.720139 -0.1575 0.4157 -0.2310
H 1.431725 0.109427 2.395399 -0.2571 0.0407 0.0385
H -1.523371 -1.638137 5.017803 0.1083 0.3547 -0.2130
H 0.707682 -1.727027 3.895425 -0.1509 0.0813 0.0116
Si 1.191853 2.073114 -2.130985 0.4079 -1.7919 0.5753
Cl 1.061068 0.327176 -0.608265 0.2930 3.1170 -0.4384
C -0.354587 2.393104 -3.088563 -0.5742 0.2931 0.2324
C 2.333311 1.217644 -3.375177 0.0535 0.1673 -0.0628
C 2.024006 3.503947 -1.314489 0.0112 0.4799 -0.0697
H -1.161734 2.804605 -2.477278 0.2430 -0.1200 -0.2264
H -0.690561 1.472819 -3.577558 0.0694 0.0707 0.1957
H -0.131791 3.124324 -3.879970 0.1506 -0.0886 0.1517
H 1.283733 4.121528 -0.790212 0.1780 -0.3511 0.0431
H 2.483393 4.117688 -2.108378 0.0194 -0.1926 0.1449
H 2.812342 3.183805 -0.616529 -0.3125 0.0769 -0.1932
H 2.900782 0.387096 -2.933801 -0.0812 0.2712 -0.1194
H 3.033271 1.972040 -3.761097 0.0333 -0.1708 0.0127
H 1.751344 0.829137 -4.226577 0.1371 0.0681 0.3690
C 1.960637 -3.863008 1.977994 0.2311 0.1387 -0.0034
N 1.972308 -4.129185 0.516224 0.0678 -0.0009 -0.0384
C 2.973787 -5.179168 0.172478 -0.1804 0.0002 0.0965
C 0.591988 -4.473644 -0.032448 -0.0680 0.0833 -0.0429
C -0.451817 -3.468455 0.373285 -1.1959 -0.8000 1.3015
C -1.380817 -3.824775 1.381919 0.3140 -0.0629 -0.0028
C -2.354405 -2.919034 1.800532 0.0242 -0.2881 -0.1480
C -2.441054 -1.677731 1.178311 0.3536 0.2485 -0.4491
C -1.509783 -1.323735 0.186971 -1.0685 -0.3514 0.9873
C -0.537379 -2.226399 -0.210342 1.5384 0.2282 -1.3601
H 1.557301 -4.744708 2.488021 0.0785 0.1949 -0.0460
H 1.341135 -2.986021 2.195837 0.0866 -0.3062 -0.1834
H 2.997645 -3.674085 2.295379 -0.3952 -0.0813 -0.0662
H 2.300961 -3.260042 0.003828 -0.2676 -0.3446 0.1177
H 2.653316 -6.131028 0.615946 0.0866 0.2565 -0.0937
H 3.057241 -5.276282 -0.913135 -0.1804 0.1404 0.1717
H 3.935961 -4.873404 0.589065 -0.1003 -0.0927 -0.1021
H 0.707891 -4.515014 -1.121870 0.0817 -0.0371 0.1732
H 0.347755 -5.472696 0.356967 0.1390 0.1871 -0.0763
H -1.334249 -4.821998 1.834047 -0.0127 0.2466 -0.0289
H -3.057653 -3.179138 2.597759 0.2326 -0.0069 -0.2974
H -3.234783 -0.981391 1.432878 0.1726 -0.0817 0.0467
H -1.581926 -0.332553 -0.247286 0.0110 -0.0801 -0.0384

87
Properties=species:S:1:pos:R:3:forces:R:3 method="wB97M-V/def2-TZVPD" total_energy_ev=-62030.5802 homo_ev=-8.0 smiles="CCOP(=O)(CC[C@@H]1C(=O)O[C@](CCCCCCCCCCCCn2cccc2)(CC(=O)I)[C@@H]1C)OCC" largest_force_ev_per_a=4.40
C 0.217473 1.212183 2.913265 0.2399 -0.3583 -0.3833
C 1.754737 1.502036 3.138320 -0.8243 -1.5101 0.8974
O 2.097000 2.896227 3.258988 1.0256 0.6318 -1.8806
P 2.187459 3.664990 1.791067 -2.6463 1.5875 0.2159
O 0.803119 3.754866 1.212596 1.7306 -0.6298 0.0910
C 3.384555 2.770232 0.682387 0.0298 -0.6273 0.3951
C 2.513877 1.873769 -0.301938 0.3361 0.0455 0.2826
C 3.236676 0.549090 -0.724374 0.2436 1.5320 -1.0090
C 4.634008 0.615962 -1.441507 -2.1163 -1.3639 0.7694
O 5.403333 1.517719 -1.565199 0.1091 -0.7322 -0.1010
O 4.756861 -0.685151 -1.959220 1.0410 1.6172 -0.7115
C 3.480247 -1.438208 -2.072436 1.1836 0.6470 0.7024
C 3.641419 -2.459036 -0.847549 -0.8925 1.0265 0.0863
C 2.308036 -2.724955 -0.043754 0.4679 -0.9681 0.5274
C 2.310505 -2.178648 1.453454 -1.1904 -0.3264 -0.7186
C 1.605873 -3.237563 2.389647 -0.4715 0.6555 0.6391
C 0.046673 -2.933822 2.599615 0.1554 -0.6808 0.6444
C -0.867776 -4.120662 2.090112 -0.1893 0.3290 -0.4246
C -1.300471 -3.984232 0.576455 -0.5405 -0.5017 0.1276
C -1.947792 -2.585986 0.213887 0.6566 -0.2955 0.1978
C -3.029521 -2.652935 -0.940671 0.3726 0.0232 0.1680
C -4.456535 -2.126395 -0.506292 0.5065 -0.3145 -0.1553
C -4.786351 -0.659326 -1.049238 -0.0043 -0.9378 1.0984
C -5.569695 0.073743 0.109331 -0.5280 -1.7777 -0.7643
N -6.499285 1.126596 -0.344960 1.5344 0.6956 1.7278
C -6.618258 2.186452 0.552664 -3.0050 2.4860 -2.0350
C -7.589593 3.130847 -0.005553 1.2255 -3.2976 -1.2161
C -7.997392 2.501722 -1.302830 1.1263 -0.6267 1.1396
C -7.275567 1.245813 -1.488412 -1.1610 2.9570 1.5168
C 3.644251 -2.079460 -3.501695 -0.3571 -0.2012 1.4202
C 2.362685 -2.727677 -4.130625 1.7907 -0.0673 -1.4799
O 2.490762 -3.257356 -5.193754 -0.4567 0.2801 0.7925
I 0.375488 -2.757445 -3.276977 0.1610 0.0583 0.1431
C 2.462905 -0.231680 -1.882231 0.1640 0.0789 1.3181
C 2.281037 0.600182 -3.224098 -0.3105 -0.1367 0.6530
O 2.651550 5.233236 2.125976 0.5443 -2.4303 -0.4560
C 2.875974 5.995696 0.925103 0.0057 2.1357 -0.8754
C 1.565759 6.634436 0.302916 -0.0977 -1.1578 -0.2400
H 0.043855 0.803038 1.875797 0.0941 0.6574 0.9289
H -0.102405 0.384634 3.607994 0.2119 1.0131 -0.5088
H -0.391623 2.142104 3.040639 0.5352 -0.9301 -0.0224
H 2.034438 1.029513 4.123063 -0.0781 0.7152 -0.9818
H 2.331396 0.941362 2.356892 -0.1746 0.8006 0.5389
H 4.045159 2.151001 1.359200 -0.6306 0.5204 -0.7396
H 4.064521 3.429111 0.092510 -0.6285 -0.3855 0.6421
H 2.218183 2.533529 -1.154186 0.2129 -0.7099 0.6515
H 1.562498 1.564610 0.219705 0.8905 0.3975 -0.6290
H 3.374013 0.005701 0.250286 -0.1936 -0.1326 -1.1927
H 4.347237 -1.950188 -0.131485 -0.6331 -0.5826 -0.8509
H 4.175253 -3.381232 -1.190224 -0.7261 0.6745 0.2124
H 1.380663 -2.338505 -0.528780 0.9463 -0.3324 0.1059
H 2.182978 -3.846665 0.008009 0.0033 1.1510 -0.0387
H 3.311245 -1.830311 1.812413 -0.6734 -0.6099 -0.3116
H 1.627949 -1.274630 1.446581 0.9125 -0.6921 0.1932
H 1.660228 -4.292546 2.017701 0.3703 0.9876 0.0842
H 2.106634 -3.223120 3.393549 -0.4525 -0.0444 -0.8252
H -0.145563 -2.843379 3.704681 0.2254 0.0289 -0.9809
H -0.236461 -1.941306 2.157131 0.1966 -0.9927 0.2533
H -0.317127 -5.092876 2.231651 -0.5068 0.9006 -0.1127
H -1.805077 -4.207886 2.708792 0.8705 0.2776 -0.5181
H -2.095542 -4.760690 0.368301 0.8620 0.5964 0.2837
H -0.433901 -4.255988 -0.086313 -0.7366 0.4849 0.4259
H -2.415822 -2.198788 1.164210 0.4413 -0.1577 -0.9659
H -1.089353 -1.907876 -0.073150 -1.0393 -0.3840 0.3538
H -3.074141 -3.721690 -1.296878 -0.1005 1.0856 0.2584
H -2.666959 -2.024482 -1.794760 -0.3330 -0.6309 0.5262
H -5.214546 -2.879167 -0.853327 0.4552 0.9086 0.2747
H -4.493595 -2.146010 0.620300 -0.0281 0.1173 -1.0541
H -3.808628 -0.166244 -1.304890 -1.1459 -0.1867 0.1272
H -5.440410 -0.772978 -1.950848 0.7233 0.3609 0.6952
H -6.205821 -0.724990 0.600003 0.6214 0.7541 -0.4706
H -4.881775 0.431488 0.920869 -0.6431 0.0399 -1.0348
H -6.112770 2.328588 1.527920 -0.1417 -0.7392 -1.0628
H -7.960704 4.077660 0.442960 0.4409 -1.0159 -0.5082
H -8.748467 2.938838 -1.993498 0.7883 -0.5428 0.5260
H -7.306372 0.519477 -2.322298 0.1420 0.6200 0.9527
H 4.392595 -2.917665 -3.390732 -0.8869 0.7210 -0.2099
H 4.140716 -1.346401 -4.195695 -0.9653 -0.7380 0.4900
H 1.481536 -0.436811 -1.388683 0.6166 -0.4156 -0.9942
H 1.344612 0.224348 -3.723217 1.1424 0.3209 0.1954
H 2.118138 1.689091 -3.028965 0.1240 -0.9473 -0.0310
H 3.181338 0.523278 -3.885620 -0.9155 -0.0024 0.5231
H 3.399747 5.440331 0.106567 -0.3323 0.1231 0.9462
H 3.549504 6.854849 1.203498 -0.5063 -1.0969 0.0146
H 1.678498 7.716563 0.038111 0.0103 -0.9836 0.3940
H 0.704337 6.459544 0.995124 0.7731 0.3687 -0.5608
H 1.335765 6.048503 -0.633381 0.0027 0.7822 0.9037